Molecular formula: C4H7N3O
Method: DFT, wB97M-V/def2-TZVPD

Structure (XYZ):
```
15
C4H7N3O | the Open Molecules 2025 dataset | wB97M-V/def2-TZVPD
C 2.260 -0.866 0.395
C -1.259 -0.422 -0.118
C -1.230 1.018 0.230
C 1.044 1.113 -0.228
H 3.055 -0.140 0.439
H 1.842 -1.342 1.471
H 2.645 -1.776 -0.289
H -0.045 -1.858 -0.774
H -1.889 1.524 -0.401
H -1.569 0.942 1.385
H 2.017 1.631 -0.340
N 1.141 -0.185 -0.336
N -0.063 -1.015 -0.253
N -0.001 1.779 0.028
O -2.312 -1.012 0.095
```

The highest occupied orbital energy comes out at -0.330 Eh. For the strongest force on any atom, the calculation gives 5.8 eV/A. Its SMILES is CN1C=NCC(=O)N1. The value obtained for the electronic energy is -10776.750 eV. The spin multiplicity is 1. The energy above the lowest of the compared OMol25 structures with the same formula, charge and spin is 2.9975 eV.

Molecular formula: C4H7N3O
Method: DFT, wB97M-V/def2-TZVPD

Structure (XYZ):
```
15
C4H7N3O | the Open Molecules 2025 dataset | wB97M-V/def2-TZVPD
C -1.515 1.311 2.924
C -1.801 1.368 1.544
C -0.502 1.928 3.611
C 0.763 3.062 1.945
N 0.458 2.669 3.032
N -1.069 2.046 0.693
N 2.313 -5.617 -5.961
O -1.287 2.157 -0.521
H -2.190 0.706 3.521
H -2.674 0.823 1.175
H -0.425 1.834 4.683
H 1.398 3.538 1.253
H 1.752 -5.421 -5.139
H 1.720 -5.472 -6.768
H 3.058 -4.932 -5.995
```

The highest occupied orbital energy (alpha / beta) comes out at -0.295 / -0.295 Eh. For the strongest force on any atom, the calculation gives 2.9 eV/A. The value obtained for the electronic energy is -10773.871 eV. The spin multiplicity is 1. The energy above the lowest of the compared OMol25 structures with the same formula, charge and spin is 5.8761 eV.

Molecular formula: C4H7N3O
Method: DFT, wB97M-V/def2-TZVPD

Structure (XYZ):
```
15
C4H7N3O | the Open Molecules 2025 dataset | wB97M-V/def2-TZVPD
C 0.641 -0.555 0.284
C 2.038 -0.453 0.271
C 1.147 0.633 -0.436
C -1.249 0.624 -0.060
H -1.480 -2.222 -0.487
H 0.296 -0.608 1.331
H 2.452 -0.135 1.398
H 2.794 -0.832 -0.498
H 1.069 0.635 -1.375
H 0.029 2.512 -0.299
H -3.090 0.076 0.063
N -0.667 -0.596 -0.626
N 0.037 1.503 0.068
N -2.446 0.866 0.317
O -1.571 -1.448 0.050
```

The highest occupied orbital energy comes out at -0.327 Eh. For the strongest force on any atom, the calculation gives 9.7 eV/A. Its SMILES is [H]/N=C1/N[C@H]2C[C@@H]2N1O. The value obtained for the electronic energy is -10771.173 eV. The spin multiplicity is 1. The energy above the lowest of the compared OMol25 structures with the same formula, charge and spin is 8.5744 eV.

Molecular formula: C4H7N3O
Method: DFT, wB97M-V/def2-TZVPD

Structure (XYZ):
```
15
C4H7N3O | the Open Molecules 2025 dataset | wB97M-V/def2-TZVPD
C -0.033 1.078 -0.329
C -0.103 -0.341 -0.906
C -0.561 -0.533 -2.053
C 0.414 -1.551 1.218
H -0.089 2.484 1.351
H 0.431 0.788 1.766
H -0.580 -1.527 -2.382
H -0.667 0.287 -2.860
H 0.675 -2.367 -0.711
H 1.057 -2.321 1.615
H -0.392 -0.906 3.074
N 0.383 1.493 0.976
N 0.581 -1.398 -0.194
N -0.123 -0.693 1.988
O -0.578 1.979 -1.103
```

The highest occupied orbital energy comes out at -0.332 Eh. For the strongest force on any atom, the calculation gives 7.1 eV/A. Its SMILES is [H]/N=C/NC(=C)C(N)=O. The value obtained for the electronic energy is -10776.188 eV. The spin multiplicity is 1. The energy above the lowest of the compared OMol25 structures with the same formula, charge and spin is 3.5595 eV.